C3H7N2O2 | ωB97M-V/def2-TZVPD

**Total charge**: -1
**Total energy**: -378.30973 Ha
**Energy relative to the best compared isomer or geometry (same formula, charge and spin)**: 168.4 kcal/mol
**Multiplicity**: 1
**Orbital gap**: 4.925 eV
**F_max**: 4.48 eV Å⁻¹

Positions of all 14 atoms, in Å:
O1 -1.023 -1.925 0.545
C1 -0.373 -0.896 0.253
N1 -1.083 0.333 -0.024
C2 -0.663 0.928 -1.380
O2 -1.617 1.627 -1.920
C3 0.935 -0.573 1.295
N2 2.097 0.068 1.182
H1 0.327 -1.117 -0.621
H2 0.265 1.525 -1.177
H3 -0.388 0.034 -2.018
H4 0.568 0.471 1.518
H5 1.003 -1.414 1.985
H6 -1.997 0.001 -0.303
H7 1.950 0.937 0.667